{"formula": "C9H9NOS", "method": "ωB97M-V/def2-TZVPD", "energy_ev": -23847.8250, "homo_lumo_gap_ev": 8.9, "relative_energy_kj_mol": 370.8, "total_charge": 0, "symbols": ["C", "C", "C", "C", "C", "C", "C", "C", "C", "N", "O", "S", "H", "H", "H", "H", "H", "H", "H", "H", "H"], "coordinates": [[-1.35626, -3.13427, -0.75765], [0.09314, 1.89175, 0.52369], [-0.50013, 3.05554, 0.29360], [0.75731, -2.32753, 0.72948], [-2.15269, -2.45411, -1.57813], [-0.24791, -2.27781, -0.23770], [0.98034, 1.11264, -0.41766], [1.27278, -1.04350, 0.75063], [-0.23263, -0.98740, -0.69459], [0.71757, -0.22532, -0.16811], [-2.39171, 0.22082, -1.67800], [-1.51131, -0.87223, -2.12977], [-1.70140, -4.04300, -0.29578], [-0.00473, 1.26220, 1.38519], [-1.18289, 3.49772, 1.06183], [1.00030, -3.07256, 1.51879], [-3.09733, -2.82588, -2.03266], [0.57801, 1.37808, -1.47851], [1.98781, 1.40120, -0.42175], [1.97976, -0.63624, 1.46842], [-0.37782, 3.64305, -0.68628]], "forces_ev_per_angstrom": [[0.13, 1.56, 0.89], [0.55, 0.53, -0.42], [-0.43, 0.89, -0.34], [0.64, 0.20, 1.64], [-0.64, -0.55, -1.01], [-0.66, -0.69, -0.05], [-3.00, 2.93, -2.73], [2.02, -0.40, 1.95], [-3.13, -1.32, -3.97], [0.30, -2.81, -0.16], [-0.84, 0.39, -0.57], [1.57, 0.51, 2.14], [0.42, -0.45, -0.10], [-0.64, 0.48, 0.96], [0.74, -0.39, -0.85], [-0.19, 0.52, -1.06], [0.85, 0.46, 0.39], [0.89, -0.65, 1.53], [1.57, -0.02, 0.39], [0.00, -0.09, -0.25], [-0.15, -1.09, 1.61]]}